The molecule C23H16F3N7O. Source: the OMol25 dataset; level of theory: the ωB97M-V functional and the def2-TZVPD basis.

Calculated values
E_LUMO = -1.1135 eV
multiplicity = 1
structure (SMILES) = CNc1ncc2cc(-c3cc(NC(=O)c4ccnc(C(F)(F)F)c4)ccc3C)c(C#N)nc2n1
HOMO-LUMO gap = 7.690 eV

Last column: natural (NBO) charge in e.
Cartesian coordinates (Å):
1 C -0.61692 -5.83310 5.88891  -0.419
2 N 0.13575 -4.54673 5.54457  -0.581
3 C -0.19406 -3.58839 4.65760  0.550
4 N -1.37289 -3.78888 4.09859  -0.473
5 C -1.83743 -2.77120 3.33995  0.163
6 C -1.10525 -1.66247 2.99248  -0.250
7 C -1.61040 -0.72341 2.12612  -0.076
8 C -0.85319 0.45001 1.98633  -0.085
9 C -1.31144 1.29569 0.93314  -0.002
10 C -0.57330 1.16758 -0.19956  -0.207
11 C -0.85463 1.72189 -1.39848  0.130
12 N 0.05924 1.54043 -2.48753  -0.599
13 C 0.33965 2.35446 -3.55290  0.656
14 O -0.11084 3.46705 -3.59859  -0.579
15 C 1.38896 1.89494 -4.56290  -0.083
16 C 1.34528 2.59054 -5.79281  -0.201
17 C 2.39874 2.30167 -6.67163  0.050
18 N 3.26482 1.32267 -6.64800  -0.373
19 C 3.26803 0.60220 -5.48421  0.094
20 C 4.14802 -0.72131 -5.36710  0.967
21 F 3.45811 -1.83210 -5.51438  -0.296
22 F 4.78274 -0.65670 -4.16865  -0.334
23 F 5.16321 -0.63243 -6.22157  -0.309
24 C 2.43115 0.86117 -4.47096  -0.232
25 C -1.98858 2.54149 -1.39420  -0.207
26 C -2.84973 2.63433 -0.24712  -0.180
27 C -2.44666 2.08381 0.92972  -0.043
28 C -3.14120 2.45632 2.19988  -0.638
29 C 0.39175 0.56824 2.66810  0.130
30 C 1.18061 1.79046 2.69817  0.247
31 N 1.89190 2.67280 2.80694  -0.252
32 N 0.91434 -0.46803 3.33697  -0.362
33 C 0.13368 -1.56469 3.57767  0.400
34 N 0.54843 -2.60500 4.36189  -0.505
35 H 0.12776 -6.69026 5.86539  0.204
36 H -1.05836 -5.84120 6.95476  0.202
37 H -1.43141 -5.96130 5.14553  0.238
38 H 1.08961 -4.52350 5.92159  0.401
39 H -2.87510 -2.95302 3.00544  0.199
40 H -2.62353 -0.88651 1.62123  0.236
41 H 0.28215 0.48235 -0.20507  0.201
42 H 0.59865 0.63129 -2.53669  0.399
43 H 0.69967 3.45687 -6.11612  0.259
44 H 2.40332 2.90677 -7.55091  0.189
45 H 2.51897 0.27642 -3.53667  0.225
46 H -2.16333 3.25426 -2.26559  0.251
47 H -3.83948 3.12684 -0.22369  0.223
48 H -3.61708 3.44955 2.06120  0.225
49 H -2.52868 2.66691 3.04527  0.231
50 H -3.96108 1.68120 2.44787  0.218

***

A structure of composition C4H4N2O4. Source: the OMol25 dataset; level of theory: the ωB97M-V functional and the def2-TZVPD basis.

Calculated values
E_LUMO = -0.4848 eV
multiplicity = 1
HOMO-LUMO gap = 8.867 eV

Last column: natural (NBO) charge in e.
Cartesian coordinates (Å):
1 C -1.26299 0.86529 -0.15534  0.601
2 C 0.09262 0.32589 0.00138  0.219
3 C 1.27378 1.09511 0.10576  -0.335
4 C 2.38278 0.17498 -0.04392  0.578
5 H -2.48376 -1.83622 0.93616  0.460
6 H -3.19477 0.13888 -0.10005  0.355
7 H 1.28696 2.18092 0.12604  0.260
8 H 2.22814 -1.99977 -0.44801  0.420
9 N -2.39562 0.05130 0.20356  -0.324
10 N 1.79955 -1.14313 -0.02377  -0.321
11 O -2.29014 -1.31620 -0.21695  -0.552
12 O -1.44027 2.01821 -0.19854  -0.501
13 O 3.54775 0.42247 -0.03677  -0.581
14 O 0.45598 -0.97772 -0.14955  -0.279

***

A cluster of 2 separate species, C13H24ClF3N2O9S2 in total. Source: the OMol25 dataset; level of theory: the ωB97M-V functional and the def2-TZVPD basis.

Calculated values
E_LUMO = 0.3097 eV
multiplicity = 1
structure (SMILES) = CC[C@H](Cl)[C@@]1(S(=O)(=O)C(F)(F)F)OS(=O)(=O)O[C@]1(N)N(C)C(C)=O.COCCOC
HOMO-LUMO gap = 9.282 eV

Last column: natural (NBO) charge in e.
Cartesian coordinates (Å):
1 C 1.46275 1.33792 2.53220  -0.605
2 C 0.47738 0.69052 3.49721  -0.438
3 C -0.72466 -0.10603 2.94864  -0.211
4 Cl -0.41624 -1.86591 3.02396  -0.009
5 C -1.38254 0.27009 1.58726  0.073
6 S -0.27822 -0.19319 0.06789  2.020
7 O 0.94210 -0.73651 0.57563  -0.898
8 O -1.07717 -1.00884 -0.77948  -0.876
9 C 0.22424 1.24807 -1.06627  0.780
10 F 1.33900 1.81833 -0.62894  -0.302
11 F -0.71152 2.16499 -1.24787  -0.299
12 F 0.46950 0.66213 -2.23348  -0.295
13 O -2.44281 -0.70378 1.44114  -0.711
14 S -3.70797 -0.16859 0.58841  2.571
15 O -4.80264 -0.14724 1.49276  -0.908
16 O -3.83921 -0.78026 -0.67040  -0.852
17 O -3.09465 1.28394 0.38080  -0.728
18 C -2.24916 1.59388 1.55582  0.550
19 N -3.04956 1.71870 2.72340  -0.846
20 N -1.61150 2.82747 1.16617  -0.555
21 C -2.53204 3.80929 0.56775  -0.406
22 C -0.68222 3.44716 2.05552  0.732
23 C 0.29670 4.37103 1.36886  -0.729
24 O -0.67380 3.26709 3.23347  -0.551
25 H 2.14763 0.60903 2.10451  0.237
26 H 0.97712 1.84804 1.69995  0.175
27 H 2.05418 2.08034 3.07396  0.223
28 H 0.07713 1.43975 4.18090  0.248
29 H 1.03876 -0.00952 4.11861  0.237
30 H -1.54038 0.05099 3.64914  0.229
31 H -3.97677 2.04911 2.48557  0.398
32 H -3.15160 0.87383 3.26291  0.387
33 H -3.45418 3.90415 1.14726  0.198
34 H -2.04947 4.78592 0.57648  0.218
35 H -2.75836 3.56109 -0.46816  0.223
36 H 1.29686 3.94210 1.44368  0.255
37 H 0.27838 5.34653 1.85770  0.244
38 H 0.06280 4.50365 0.31281  0.225
39 C 0.95178 -3.89839 -4.73778  -0.254
40 O 1.53621 -4.86848 -3.88951  -0.550
41 C 2.95134 -4.88837 -3.92629  -0.087
42 C 3.56719 -4.13112 -2.76897  -0.087
43 O 3.27435 -2.74756 -2.81518  -0.555
44 C 2.20096 -2.36169 -1.97162  -0.259
45 H -0.08930 -3.79080 -4.43809  0.193
46 H 1.45006 -2.93045 -4.64667  0.179
47 H 0.98775 -4.22265 -5.78394  0.165
48 H 3.31722 -4.47905 -4.87442  0.170
49 H 3.26422 -5.93542 -3.86749  0.183
50 H 4.65536 -4.23739 -2.82133  0.182
51 H 3.23020 -4.56411 -1.82080  0.173
52 H 2.52556 -2.32476 -0.92773  0.176
53 H 1.34928 -3.03965 -2.05959  0.184
54 H 1.89000 -1.36536 -2.27635  0.185

***

A structure of composition C24H31IrN7S2. Source: the OMol25 dataset; level of theory: the ωB97M-V functional and the def2-TZVPD basis.

Calculated values
E_LUMO (spin up / spin down) = -4.2152 / -3.6345 eV
multiplicity = 1
charge = +1
HOMO-LUMO gap (spin up / spin down) = 5.846 / 6.524 eV

Last column: natural (NBO) charge in e.
Cartesian coordinates (Å):
1 Ir -0.52371 0.91010 0.24146  0.648
2 C -1.61181 6.20620 2.61366  -0.619
3 C -1.97761 6.16660 1.13426  -0.218
4 N -2.44241 4.85520 0.73236  -0.561
5 C -1.66121 3.76540 0.71386  0.336
6 S -2.36951 2.31040 -0.02794  -0.115
7 N -0.44951 3.74930 1.16296  -0.420
8 N 0.23949 2.63010 1.05286  -0.218
9 C 1.54599 2.57740 1.37916  0.206
10 C 2.19759 3.70750 2.10036  -0.668
11 C 2.23539 1.44330 0.93416  0.169
12 C 3.59169 1.16640 1.23716  -0.211
13 C 4.19619 0.04010 0.76216  -0.127
14 C 3.46729 -0.81880 -0.08584  -0.245
15 C 2.17189 -0.48550 -0.38704  0.074
16 N 1.52909 0.56960 0.11456  -0.414
17 H -1.26091 7.19700 2.88526  0.220
18 H -0.81651 5.49260 2.80566  0.224
19 H -2.47121 5.95190 3.22976  0.212
20 H -1.09581 6.42630 0.53776  0.203
21 H -2.77141 6.88400 0.92286  0.213
22 H -3.35571 4.76460 0.31986  0.418
23 H 1.44189 4.29610 2.61386  0.258
24 H 2.73419 4.35020 1.40166  0.242
25 H 2.91059 3.33120 2.82886  0.230
26 H 4.14319 1.86080 1.84816  0.236
27 H 5.21419 -0.19350 1.03036  0.235
28 H 3.90829 -1.71720 -0.48604  0.239
29 H 1.58579 -1.10890 -1.04854  0.223
30 C 3.76739 -4.84780 2.09856  -0.653
31 C 2.63119 -4.19930 1.39296  0.286
32 C 2.25859 -4.60060 0.10486  -0.330
33 C 1.20899 -3.91310 -0.46574  0.070
34 N 0.58349 -2.90780 0.13186  -0.533
35 C 1.02039 -2.58450 1.35536  0.229
36 S 0.29379 -1.26570 2.18856  0.015
37 N 2.00369 -3.21090 1.99726  -0.481
38 H 3.72559 -5.92630 1.96786  0.230
39 H 3.75399 -4.58540 3.15116  0.245
40 H 4.69769 -4.48800 1.66016  0.230
41 H 2.76999 -5.39830 -0.40704  0.228
42 H 0.85079 -4.17750 -1.45234  0.177
43 C -0.38261 -2.24780 -2.87914  -0.454
44 N -1.56041 -1.58850 -3.46304  -0.345
45 C -1.35071 -1.23770 -4.87334  -0.416
46 C -1.98401 -0.42450 -2.63084  -0.258
47 C -2.53261 -0.91480 -1.31234  -0.066
48 C -3.62971 -1.77400 -1.36294  -0.261
49 C -4.21111 -2.25930 -0.21014  -0.212
50 C -3.70481 -1.85120 1.01296  -0.194
51 C -2.61761 -0.99970 1.06136  -0.226
52 C -1.96681 -0.53840 -0.09134  -0.250
53 H -0.24561 -3.23110 -3.32654  0.223
54 H -0.51051 -2.34570 -1.79604  0.291
55 H 0.50769 -1.65060 -3.07104  0.219
56 H -2.33781 -2.26020 -3.39624  0.441
57 H -0.57551 -0.47800 -4.95534  0.231
58 H -2.26871 -0.84340 -5.30254  0.234
59 H -1.04591 -2.11530 -5.44094  0.231
60 H -2.76301 0.11600 -3.17124  0.228
61 H -1.13211 0.24550 -2.46724  0.244
62 H -4.06321 -2.03940 -2.32024  0.184
63 H -5.05701 -2.92850 -0.25744  0.222
64 H -4.17421 -2.17480 1.92906  0.223
65 H -2.26491 -0.68180 2.03376  0.227

***

A structure of composition C22H38N6O3S4Tl. Source: the OMol25 dataset; level of theory: the ωB97M-V functional and the def2-TZVPD basis.

Calculated values
E_LUMO = -10.4182 eV
multiplicity = 1
charge = +3
HOMO-LUMO gap = 5.741 eV

Last column: Mulliken charge in e.
Cartesian coordinates (Å):
1 Tl 0.91710 0.75614 0.67687  0.837
2 C 1.24112 -4.95824 0.37320  -1.019
3 N 1.53728 -3.76408 1.14040  0.286
4 C 2.19824 -3.97628 2.41579  -1.125
5 C 1.23056 -2.54569 0.73529  0.669
6 O 1.58378 -1.52151 1.35262  -0.729
7 C 0.44876 -2.45573 -0.57384  -1.204
8 O 0.02326 -1.13345 -0.87816  -0.102
9 C -1.30146 -1.07071 -1.35402  -1.614
10 C -2.26186 -0.62571 0.88694  0.328
11 O -1.14937 -0.31861 1.36117  -0.650
12 N -3.37562 -0.34937 1.57388  0.218
13 C -3.25485 0.06524 2.96232  -1.038
14 C -4.74615 -0.43126 1.11425  -1.052
15 H 1.75353 -5.80276 0.82984  0.420
16 H 0.17109 -5.18170 0.36225  0.352
17 H 1.59398 -4.86169 -0.65495  0.359
18 H 3.24170 -4.25881 2.26464  0.355
19 H 2.14117 -3.06055 3.00040  0.291
20 H 1.68911 -4.78128 2.94602  0.495
21 H 1.09958 -2.80908 -1.38447  0.477
22 H -0.41239 -3.12181 -0.49283  0.704
23 H -0.58112 0.46376 -2.65982  0.256
24 H -1.43373 -1.90327 -2.06003  1.061
25 H -2.22562 -0.04523 3.29148  0.284
26 H -3.55751 1.10667 3.07851  0.327
27 H -3.90521 -0.55160 3.58157  0.392
28 H -4.80372 -0.36076 0.03169  0.405
29 H -5.22783 -1.35582 1.43920  0.338
30 H -5.30292 0.40054 1.54759  0.343
31 C -3.32092 1.98379 -1.59508  -1.905
32 C -1.96365 1.41281 -1.36897  0.065
33 N -1.12645 1.93402 -0.54642  0.253
34 N -1.46936 3.11908 0.06006  -0.489
35 C -1.08856 3.53329 1.28164  0.850
36 N -1.45844 4.75144 1.66216  -0.437
37 S -0.22041 2.57885 2.38641  -0.285
38 C -1.53688 0.21461 -2.18581  0.867
39 C -2.54038 -0.12584 -3.26117  -1.296
40 C -3.50267 -1.05401 -3.19197  -0.331
41 C -3.89453 -1.92121 -2.09655  -0.513
42 C -3.44697 -1.96245 -0.83291  -1.099
43 N -2.33440 -1.25355 -0.34895  0.868
44 H -3.27401 2.76599 -2.35667  0.360
45 H -3.99984 1.22882 -1.98406  0.374
46 H -3.73705 2.40624 -0.67939  0.720
47 H -2.03288 3.77259 -0.48428  0.336
48 H -1.98443 5.38750 1.08063  0.200
49 H -1.21630 5.07670 2.58703  0.241
50 H -2.44598 0.44093 -4.17341  0.503
51 H -4.12708 -1.15927 -4.06843  0.480
52 H -4.70908 -2.59402 -2.32293  0.530
53 H -3.90152 -2.63024 -0.11930  0.673
54 C 4.54954 -0.32938 -0.07521  -0.979
55 C 4.40165 -0.24851 1.44058  -0.562
56 S 3.38302 1.05954 2.18169  0.112
57 C 4.15875 2.63819 1.66136  -0.903
58 C 4.06130 3.10182 0.21232  -0.603
59 S 2.36656 3.15163 -0.48690  0.052
60 C 2.61658 2.41917 -2.13834  -0.654
61 C 3.42547 1.13402 -2.25636  -0.976
62 S 3.03364 -0.25380 -1.11968  0.423
63 H 4.96913 -1.31332 -0.29503  0.624
64 H 5.24889 0.41919 -0.44147  0.483
65 H 5.40457 -0.15120 1.86238  0.685
66 H 3.94025 -1.15804 1.82599  0.032
67 H 5.21351 2.56713 1.93406  0.502
68 H 3.68522 3.36711 2.31869  0.472
69 H 4.67562 2.49852 -0.44768  0.222
70 H 4.42232 4.13106 0.17236  0.560
71 H 3.10700 3.17964 -2.74851  0.630
72 H 1.60366 2.27827 -2.51249  0.173
73 H 4.49485 1.32101 -2.18245  0.570
74 H 3.23933 0.73456 -3.25474  0.504

***

Number 4 is which compound? C24H31IrN7S2

***

What is the multiplicity in the fifth record? 1

***

multiplicity of number 3 (C13H24ClF3N2O9S2)? 1